No. 1
DFT (ωB97M-V/def2-TZVPD) results for the ion C6H11N2O2 with charge +1 in a non-equilibrium geometry.

Geometry as XYZ:
```
21
Properties=species:S:1:pos:R:3:forces:R:3
O -0.83760 2.79411 0.92143 -0.187 0.751 0.359
C -0.87499 1.62192 0.75359 0.139 -1.717 -1.430
C -2.07025 0.81789 0.12812 -3.482 3.199 1.849
N -1.48755 -0.25735 -0.64203 -3.625 -3.331 0.754
C -0.35397 -0.81393 0.01197 2.055 2.145 2.726
O -0.83237 -1.83872 0.75754 -0.789 1.141 -0.428
C 0.84582 -1.05088 -0.84466 1.709 1.155 -1.122
C 2.06594 -0.49265 0.00355 -1.555 0.474 -1.214
C 1.53526 0.88338 0.43560 0.404 -0.083 1.095
N 0.14175 0.70556 0.88757 -0.286 -3.860 -2.370
H -2.82421 0.47703 0.95781 1.716 0.052 -1.530
H -2.73824 1.55171 -0.48534 1.485 -1.485 0.660
H -2.21060 -1.12375 -0.69656 1.755 2.431 -0.670
H -1.07549 0.02496 -1.48253 -0.340 0.802 -2.373
H -0.11291 -2.23813 1.20067 1.194 -1.050 1.074
H 0.85876 -0.18789 -1.68035 -0.364 -2.459 1.075
H 1.00916 -2.14667 -1.18565 -0.514 2.059 0.254
H 2.33636 -1.16522 0.75720 0.282 -0.849 1.505
H 2.90716 -0.41220 -0.66616 0.338 0.188 -0.085
H 2.00021 1.33824 1.30365 0.780 -0.095 -0.171
H 1.71778 1.51258 -0.43540 -0.715 0.532 0.043
```
Positions in Å, forces in eV/Å.

Results
Relative energy (zero: lowest compared OMol25 entry of this formula, charge and spin) = 3.422 eV
Molar mass = 143.17 g mol⁻¹
E_HOMO = -13.9714 eV
Electronic energy = -494.8925 Ha
LUMO level = -3.62 eV
Gap between HOMO and LUMO = 0.3803 Ha
Charge = +1

These are the Mulliken partial charges, in e, on atoms 1 to 4: -0.506, 0.419, -0.542, -0.003

***

No. 2
DFT (ωB97M-V/def2-TZVPD) results for a structure of composition C6H11N2O2 in a non-equilibrium geometry.

Geometry as XYZ:
```
21
Properties=species:S:1:pos:R:3:forces:R:3
C 0.72580 -0.14054 -1.50564 -0.299 0.081 0.180
C -1.62209 0.10372 -0.01568 -2.127 -2.920 -1.138
C 0.94901 -1.07494 0.72185 -0.399 3.359 -2.273
C 2.11411 -1.46231 -0.19284 -1.610 -2.187 0.918
C 0.33517 0.08614 -0.05252 4.970 1.732 0.398
C 0.53917 1.49223 0.57206 2.538 -3.419 -0.260
N -2.02448 0.53112 -1.16545 -1.681 0.905 0.438
N -2.22304 0.07857 1.12984 1.001 0.087 0.294
O 0.24291 0.35949 -2.49936 0.907 -0.582 0.732
O 1.72227 -1.06941 -1.52023 0.083 0.255 0.144
H 0.29427 -1.84577 0.66399 -2.343 -2.766 0.600
H 1.13819 -0.65289 1.66212 0.678 -0.405 1.618
H 2.92154 -0.99816 0.27036 2.030 1.293 -0.400
H 2.29220 -2.57731 -0.07067 -0.218 1.344 -0.986
H 1.60465 1.69212 0.87617 -0.678 -0.737 -0.029
H -0.07425 1.64880 1.37315 -1.465 0.294 2.452
H 0.36817 2.21364 -0.08826 -1.021 3.008 -3.061
H -1.47856 0.61338 -1.99307 0.987 -0.136 -0.775
H -2.94813 0.95080 -1.17838 -0.039 0.277 -0.210
H -1.78162 -0.52495 1.81785 -1.103 0.166 0.306
H -3.09527 0.57630 1.19472 -0.210 0.350 1.051
```
Positions in Å, forces in eV/Å.

Results
<S²> = 2.01
Relative energy (zero: lowest compared OMol25 entry of this formula, charge and spin) = 1.715 eV
Molar mass = 143.17 g mol⁻¹
E_HOMO (alpha / beta) = -10.6440 / -14.7178 eV
Electronic energy = -494.7456 Ha
Spin multiplicity = 3
LUMO level (alpha / beta) = -3.13 / -8.52 eV
Gap between HOMO and LUMO (alpha / beta) = 0.2762 / 0.2276 Ha
Charge = +1

These are the Mulliken partial charges, in e, on atoms 1 to 4: 0.467, 0.421, -1.019, -0.441

***

No. 3
DFT (ωB97M-V/def2-TZVPD) results for a cluster of 2 separate species, C6H11N2OS in total in a non-equilibrium geometry.

Geometry as XYZ:
```
21
Properties=species:S:1:pos:R:3:forces:R:3
C 1.11561 -0.92370 1.21690 0.343 -2.422 -2.184
C 1.68747 -1.78316 0.32141 -1.629 0.189 -0.461
C 2.71315 0.49402 0.17863 -1.618 -1.054 1.745
C -1.97860 -1.08072 -1.22525 -4.010 3.734 -0.248
C -1.43001 1.58201 -0.26260 0.340 -2.323 -0.104
C -1.61438 0.40435 0.61089 1.231 -0.389 0.810
N 1.45296 1.17326 0.02683 0.886 1.174 -0.384
N 1.66182 0.36197 1.23887 0.838 1.144 0.613
O -1.80224 -0.79065 0.22329 -0.312 1.220 -0.381
S 2.82427 -0.96375 -0.73277 1.026 -1.698 -0.715
H 0.26924 -1.20431 1.81731 0.201 0.096 0.573
H 1.37884 -2.81617 -0.04006 0.385 1.414 1.105
H 3.59952 0.81370 0.67351 0.677 1.261 -0.532
H -3.02617 -1.53128 -1.33900 1.711 0.640 0.220
H -1.23518 -1.69914 -1.47947 2.680 -2.547 -0.759
H -1.87412 -0.09625 -1.84388 -0.341 -2.063 1.194
H -2.24769 1.60914 -0.95318 -0.143 0.231 -0.868
H -0.38998 1.36844 -0.69791 -1.127 0.288 0.071
H -1.37542 0.46207 1.71446 -0.614 -0.073 -1.150
H -1.39233 2.47269 0.27462 0.112 1.388 1.104
H 1.66324 2.14747 0.27737 -0.635 -0.212 0.350
```
Positions in Å, forces in eV/Å.

Results
Relative energy (zero: lowest compared OMol25 entry of this formula, charge and spin) = 5.343 eV
Molar mass = 159.23 g mol⁻¹
E_HOMO = -11.5152 eV
Electronic energy = -817.7185 Ha
LUMO level = -5.20 eV
Gap between HOMO and LUMO = 0.2321 Ha
Charge = +1

These are the Mulliken partial charges, in e, on atoms 1 to 4: -0.566, -0.243, -0.061, -0.579

***

No. 4
DFT (ωB97M-V/def2-TZVPD) results for the molecule C6H11N2P in a non-equilibrium geometry.

Geometry as XYZ:
```
20
Properties=species:S:1:pos:R:3:forces:R:3
C -1.30334 -1.26474 0.80234 0.029 1.381 2.442
C -0.73496 -0.17505 -0.04330 -0.516 1.278 -0.699
C -1.00205 -0.17077 -1.59245 1.638 1.124 0.299
C -1.27666 1.18049 0.49528 -1.820 -0.567 -1.734
C 0.72769 -0.13431 0.10476 3.557 -3.512 0.816
P 1.81896 1.25167 -0.33107 0.032 -0.762 -0.692
C 3.14143 0.02539 -0.11048 0.526 1.397 -0.015
N 2.76367 -1.15098 0.21417 3.250 0.494 -0.089
N 1.49636 -1.27170 0.43049 -6.677 2.400 -1.046
H -1.22030 -2.26188 0.52796 0.206 -1.680 -0.859
H -0.81163 -1.14528 1.79292 0.277 -0.457 -0.569
H -2.28181 -1.01043 1.15523 -1.195 -0.114 -0.638
H -0.30746 -0.76655 -2.16793 0.022 -0.672 0.103
H -0.87308 0.82892 -2.04456 0.296 0.007 0.663
H -1.98414 -0.36793 -1.86827 -1.936 -0.981 -0.091
H -2.36981 1.39298 0.03106 2.722 -0.169 1.241
H -0.50526 1.88850 0.26769 -0.325 1.139 -0.764
H -1.26149 1.18858 1.55557 -0.583 -0.220 1.163
H 1.81579 1.64164 1.00661 0.090 0.319 0.533
H 4.16811 0.32146 -0.22603 0.407 -0.406 -0.063
```
Positions in Å, forces in eV/Å.

Results
Relative energy (zero: lowest compared OMol25 entry of this formula, charge and spin) = 1.557 eV
Molar mass = 142.14 g mol⁻¹
E_HOMO (alpha / beta) = -9.2177 / -9.2181 eV
Electronic energy = -685.9681 Ha
LUMO level (alpha / beta) = -0.22 / -0.22 eV
Gap between HOMO and LUMO (alpha / beta) = 0.3307 / 0.3307 Ha

These are the Mulliken partial charges, in e, on atoms 1 to 4: -1.854, 2.209, -1.733, -1.544

***

No. 5
DFT (ωB97M-V/def2-TZVPD) results for the ion C6H11N2S with charge +1 in a non-equilibrium geometry.

Geometry as XYZ:
```
20
Properties=species:S:1:pos:R:3:forces:R:3
C -1.67892 -0.77526 0.14866 -2.698 -1.553 1.195
C -2.17912 -2.00650 0.51651 5.058 -0.404 -1.693
C 1.78693 0.03877 0.48985 0.667 -2.267 1.616
C -0.28252 1.54541 0.63220 -0.021 1.181 0.050
C 0.78004 0.83813 -1.62085 -2.116 0.958 0.233
C 0.50455 0.46808 -0.12349 -0.475 0.922 -1.944
N 0.22832 -1.89958 0.05638 -0.162 -0.902 -1.281
N -0.37287 -0.76263 -0.10850 0.885 -1.029 1.038
S -0.77435 -3.13553 0.37581 -1.584 2.642 0.300
H -2.30641 0.07619 0.27621 0.131 0.728 -0.472
H -3.05116 -2.35523 0.90647 -2.556 -0.503 0.672
H 2.39258 -0.32531 -0.31258 0.738 -0.240 -0.289
H 2.33870 0.76850 1.03801 0.079 0.869 0.177
H 1.67437 -0.88359 1.17076 0.200 1.792 -0.715
H -1.16652 2.02027 0.09570 1.107 -0.918 0.352
H -0.65339 0.99272 1.50587 0.097 0.945 0.331
H 0.37297 2.43805 0.91016 -0.701 -1.504 -0.188
H -0.18659 1.19326 -2.07715 0.791 -0.454 0.289
H 1.40589 1.72945 -1.63419 0.337 -0.249 -0.013
H 1.16748 0.03480 -2.24584 0.222 -0.016 0.342
```
Positions in Å, forces in eV/Å.

Results
Relative energy (zero: lowest compared OMol25 entry of this formula, charge and spin) = 2.860 eV
Molar mass = 143.24 g mol⁻¹
E_HOMO = -15.4488 eV
Electronic energy = -742.6043 Ha
LUMO level = -5.23 eV
Gap between HOMO and LUMO = 0.3756 Ha
Charge = +1

These are the Mulliken partial charges, in e, on atoms 1 to 4: -0.101, -0.516, -1.395, -1.630

***

No. 6
DFT (ωB97M-V/def2-TZVPD) results for the ion C6H11N2S with charge +1 in a non-equilibrium geometry.

Geometry as XYZ:
```
20
Properties=species:S:1:pos:R:3:forces:R:3
C 1.45544 -1.12468 -0.23301 -0.257 2.067 0.398
N 0.68618 0.14183 0.07069 -1.520 -0.625 -1.101
C 1.22451 0.73561 1.28313 -0.066 0.300 2.327
C 0.82038 1.24271 -0.98002 0.922 -0.981 0.512
C -0.79406 -0.20894 0.12281 -0.835 2.680 0.584
C -1.41820 -1.40331 0.03494 1.511 0.199 -0.695
N -2.74665 -1.33747 -0.11536 -2.124 -0.568 -0.225
C -3.27956 -0.17320 -0.09585 4.203 0.346 0.702
S -2.12802 1.16206 0.17139 1.551 -2.817 -0.231
H 2.42097 -0.69316 -0.36809 1.091 -0.668 -0.134
H 1.34366 -1.80320 0.58706 0.190 -0.268 0.463
H 1.04649 -1.49517 -1.11570 -0.358 -0.895 -1.523
H 2.29359 0.63766 1.54002 -0.187 -0.054 -1.329
H 0.93856 1.75973 1.21861 0.030 0.829 0.580
H 0.78085 0.29120 2.15757 -0.640 -0.192 0.211
H 1.77575 1.72732 -0.93001 0.531 0.074 0.419
H 0.69906 0.89941 -1.95303 -0.234 -1.256 -1.663
H 0.03409 1.91587 -0.83868 -0.891 1.160 0.586
H -0.94309 -2.36927 -0.15242 -0.073 0.307 0.453
H -4.20995 0.09499 -0.40405 -2.844 0.362 -0.334
```
Positions in Å, forces in eV/Å.

Results
Relative energy (zero: lowest compared OMol25 entry of this formula, charge and spin) = 3.112 eV
Molar mass = 143.24 g mol⁻¹
E_HOMO = -13.9535 eV
Electronic energy = -742.5951 Ha
LUMO level = -3.49 eV
Gap between HOMO and LUMO = 0.3845 Ha
Charge = +1

These are the Mulliken partial charges, in e, on atoms 1 to 4: -1.277, 0.209, -0.745, -1.080

***

> Which of these has the lowest relative energy (zero: lowest compared OMol25 entry of this formula, charge and spin)?

C6H11N2P

***

> Which value of electronic energy does entry 5 give?

-742.6043 Ha